#one
The following is a DFT calculation (ωB97M-V with the def2-TZVPD basis set) of an isolated ion of composition C4H9N2O2 and charge -1.

```
17
Properties=species:S:1:pos:R:3:nbo_charge:R:1
O 1.057 -1.510 -2.261 -0.648
O -1.783 0.120 1.829 -0.950
N 2.204 -0.046 -0.938 -0.862
N 0.258 -1.176 0.827 -0.916
C 1.039 -0.761 -1.311 0.714
C -0.445 0.959 -0.092 -0.451
C -0.188 -0.508 -0.423 -0.152
C -1.669 1.117 0.919 -0.006
H 2.265 0.186 0.044 0.396
H -0.396 -0.733 1.531 0.433
H 2.986 -0.585 -1.285 0.369
H -1.474 2.136 1.360 0.079
H 0.405 1.347 0.478 0.182
H -1.016 -1.039 -0.904 0.190
H -0.644 1.545 -0.984 0.190
H 0.011 -2.152 0.877 0.342
H -2.610 1.100 0.332 0.093
```

Output
E_LUMO ... 3.97 eV
Frontier orbital gap ... 6.89 eV
E_HOMO ... -2.92 eV
Charge ... -1
SMILES string ... NC(=O)[C@@H](N)CC[O-]

---

#two
The following is a DFT calculation (ωB97M-V with the def2-TZVPD basis set) of an isolated ion of composition C4H9N2O2 and charge -1.

```
17
Properties=species:S:1:pos:R:3:nbo_charge:R:1
O -2.674 1.534 0.258 -0.899
O 2.103 0.369 -1.010 -0.641
N 0.488 -1.022 -1.995 -0.878
N -1.096 -0.084 0.191 -0.770
C 1.050 -0.273 -0.947 0.686
C -1.459 1.392 -0.064 0.183
C 1.029 -0.114 1.642 -0.650
C 0.241 -0.618 0.388 -0.095
H -1.914 -0.375 0.810 0.384
H 2.140 -0.428 1.718 0.201
H 0.457 -0.431 2.498 0.197
H -0.489 -1.411 -1.762 0.418
H 0.875 1.037 1.503 0.223
H -0.655 2.103 0.392 0.036
H 0.835 -1.169 -2.958 0.390
H -1.297 1.372 -1.161 0.055
H 0.366 -1.883 0.497 0.160
```

Output
E_LUMO ... 3.81 eV
Frontier orbital gap ... 6.53 eV
E_HOMO ... -2.71 eV
Charge ... -1
SMILES string ... C[C@@H](NC[O-])C(N)=O

---

#three
The following is a DFT calculation (ωB97M-V with the def2-TZVPD basis set) of a 2-piece molecular cluster, C4H9N2O2 overall.

```
17
Properties=species:S:1:pos:R:3:nbo_charge:R:1
O -0.919 -1.052 0.919 -0.819
O -2.320 0.431 -0.023 -0.824
N 1.640 1.280 -0.339 -0.618
N -3.105 -1.630 0.538 -0.908
C -2.040 -0.684 0.491 0.854
C 1.213 0.167 -1.044 0.049
C 0.930 1.517 0.929 -0.428
C 2.000 -0.673 -1.736 -0.581
H 2.642 1.278 -0.217 0.345
H -3.037 -2.261 1.325 0.355
H 3.073 -0.513 -1.777 0.163
H 1.586 2.082 1.596 0.163
H 0.019 2.094 0.775 0.209
H 0.610 0.588 1.399 0.239
H 0.142 0.018 -0.992 0.242
H -3.998 -1.170 0.465 0.358
H 1.561 -1.473 -2.310 0.198
```

Output
E_LUMO ... 4.08 eV
Frontier orbital gap ... 8.18 eV
E_HOMO ... -4.10 eV
Charge ... -1

---

Name the least stable of them. #two.

---

#one
The following is a DFT calculation (ωB97M-V with the def2-TZVPD basis set) of a 2-piece molecular cluster, C3H7O3 overall.

```
13
Properties=species:S:1:pos:R:3:nbo_charge:R:1
O -1.744 -2.294 0.640 -0.787
O -0.367 -0.473 0.908 -0.801
O -0.177 3.066 0.724 -0.742
C 0.500 2.267 -0.104 -0.235
C -0.775 -1.530 0.419 0.782
C 0.232 -2.303 -0.506 -0.750
H 1.001 -2.804 -0.009 0.193
H -0.295 -3.106 -0.978 0.192
H 0.509 -1.651 -1.334 0.180
H -0.180 2.163 -0.959 0.131
H 1.330 2.849 -0.514 0.135
H 0.657 1.352 0.341 0.226
H -0.691 2.463 1.372 0.478
```

Output
E_LUMO ... 3.96 eV
Frontier orbital gap ... 7.78 eV
E_HOMO ... -3.83 eV
Charge ... -1

---

#two
The following is a DFT calculation (ωB97M-V with the def2-TZVPD basis set) of a 2-piece molecular cluster, C3H7O3 overall.

```
13
Properties=species:S:1:pos:R:3:nbo_charge:R:1
O 0.242 -0.319 -1.427 -0.785
O 2.955 -0.599 2.452 -0.762
O 1.436 -1.086 0.835 -0.809
C 2.220 -0.360 1.479 0.644
C -1.952 -0.106 -0.504 -0.634
C -0.565 0.574 -0.720 -0.049
H 2.337 0.717 1.090 -0.025
H -2.581 0.557 0.131 0.177
H -0.650 1.527 -1.280 0.130
H 0.927 -0.691 -0.812 0.521
H -0.103 0.870 0.221 0.175
H -1.811 -1.059 -0.005 0.224
H -2.455 -0.026 -1.459 0.193
```

Output
E_LUMO ... 4.05 eV
Frontier orbital gap ... 8.41 eV
E_HOMO ... -4.36 eV
Charge ... -1

---

#three
The following is a DFT calculation (ωB97M-V with the def2-TZVPD basis set) of C3H7O3 as an isolated structure.

```
13
Properties=species:S:1:pos:R:3:nbo_charge:R:1
O -1.013 1.430 -1.079 -0.836
O -0.659 3.602 -1.804 -0.677
O -0.199 0.053 0.771 -0.828
C 1.455 -1.579 0.687 -0.600
C -1.254 2.777 -1.125 0.655
C -0.032 -1.250 0.425 -0.033
H -0.709 -1.944 0.999 0.104
H -0.239 -1.524 -0.643 0.129
H 1.855 -1.176 1.584 0.198
H -2.130 3.042 -0.458 0.039
H 2.086 -1.335 -0.144 0.193
H 1.570 -2.766 0.878 0.143
H -0.731 0.671 -0.090 0.514
```

Output
E_LUMO ... 4.27 eV
Frontier orbital gap ... 8.94 eV
E_HOMO ... -4.66 eV
Charge ... -1

---

Name the least stable of them. #one.